Below is C31H25BrF4N2OPS4V as an isolated structure, with properties calculated with ωB97M-V/def2-TZVPD.

The geometry in XYZ format:
```
70
Properties=species:S:1:pos:R:3
V 0.892 -1.255 0.272
C -2.719 0.185 -4.788
C -2.058 1.207 -3.878
N -2.056 0.799 -2.453
C -3.090 1.393 -1.591
C -4.406 0.636 -1.630
C -1.197 -0.105 -2.013
S -1.383 -0.710 -0.391
N -0.319 -0.581 -2.937
C 0.837 -1.058 -2.624
O 1.352 -0.900 -1.411
C 1.693 -1.797 -3.556
C 1.304 -1.908 -4.893
C 2.083 -2.631 -5.776
C 3.245 -3.247 -5.327
C 3.634 -3.138 -3.999
C 2.863 -2.410 -3.109
H -2.682 0.541 -5.817
H -3.765 0.032 -4.527
H -2.203 -0.771 -4.738
H -2.589 2.157 -3.913
H -1.029 1.394 -4.179
H -3.214 2.421 -1.930
H -2.701 1.424 -0.574
H -4.852 0.648 -2.623
H -5.112 1.102 -0.943
H -4.267 -0.400 -1.322
H 0.395 -1.425 -5.224
H 1.790 -2.717 -6.813
H 3.852 -3.815 -6.019
H 4.539 -3.619 -3.656
H 3.167 -2.318 -2.075
F 2.646 -0.110 7.777
C 2.129 -0.097 6.568
C 1.978 1.098 5.888
F 2.344 2.237 6.446
C 1.426 1.083 4.616
F 1.266 2.263 4.014
C 1.047 -0.096 3.980
P 0.289 0.021 2.331
C -1.381 0.617 2.651
C -2.357 -0.356 2.862
C -3.659 0.021 3.144
C -3.990 1.367 3.211
C -3.017 2.337 3.009
C -1.710 1.967 2.733
C 1.217 1.259 1.372
C 2.596 1.414 1.555
C 3.320 2.244 0.719
C 2.685 2.922 -0.313
C 1.320 2.778 -0.503
C 0.585 1.949 0.332
C 1.167 -1.288 4.702
Br 0.508 -2.924 4.075
C 1.710 -1.282 5.974
F 1.830 -2.401 6.670
H -2.105 -1.409 2.797
H -4.414 -0.735 3.308
H -5.007 1.663 3.430
H -3.273 3.386 3.078
H -0.954 2.730 2.602
H 3.102 0.897 2.359
H 4.384 2.361 0.873
H 3.257 3.570 -0.963
H 0.821 3.312 -1.301
H -0.479 1.832 0.175
S 3.023 -4.899 1.447
C 2.249 -3.543 1.091
S 0.601 -3.431 0.423
S 2.843 -1.888 1.322
```

**LUMO (spin up / spin down)**: -4.40 / -3.73 eV
**Net charge**: +1
**E_HOMO (spin up / spin down)**: -0.406 / -0.406 hartree
**Frontier orbital gap (spin up / spin down)**: 0.244 / 0.269 Eh
**2S+1**: 2

Here are the natural (NBO) charges for atoms 1 to 5, given in e: atom 1 (V): 0.755, atom 2 (C): -0.622, atom 3 (C): -0.212, atom 4 (N): -0.352, atom 5 (C): -0.218

Below is C31H25CaN3O6Se as an isolated structure, with properties calculated with ωB97M-V/def2-TZVPD.

The geometry in XYZ format:
```
67
Properties=species:S:1:pos:R:3
Ca -0.639 -1.299 -1.253
O -2.599 -1.875 -5.166
C -1.900 -1.798 -4.153
O -2.233 -1.921 -2.939
C -0.391 -1.534 -4.364
C 0.205 -1.060 -5.526
C 1.582 -0.875 -5.525
C 2.341 -1.178 -4.403
C 1.676 -1.642 -3.275
N 0.361 -1.810 -3.308
C 2.342 -2.021 -1.931
O 3.547 -2.278 -1.957
O 1.549 -2.040 -0.945
H -0.412 -0.834 -6.386
H 2.070 -0.487 -6.413
H 3.414 -1.050 -4.373
C 6.706 2.284 -2.008
C 5.238 2.030 -1.792
C 4.274 2.598 -2.611
C 2.915 2.387 -2.404
C 1.937 3.016 -3.356
C 2.470 1.591 -1.328
Se 0.591 1.453 -0.995
C 3.446 0.974 -0.522
C 3.099 0.045 0.608
C 4.795 1.213 -0.762
H 6.866 2.951 -2.858
H 7.251 1.357 -2.207
H 7.170 2.748 -1.133
H 4.584 3.225 -3.444
H 2.464 3.597 -4.118
H 1.229 3.657 -2.830
H 1.326 2.252 -3.844
H 2.044 -0.211 0.603
H 3.339 0.512 1.571
H 3.668 -0.882 0.521
H 5.522 0.725 -0.117
O -3.364 1.819 -0.466
C -3.110 0.911 0.292
N -3.651 0.841 1.592
C -3.050 -0.253 2.316
C -2.237 -0.917 1.175
O -1.637 -1.989 1.299
N -2.330 -0.204 0.052
C -2.110 0.271 3.399
C -2.612 0.617 4.650
C -1.794 1.198 5.608
C -0.459 1.443 5.322
C 0.047 1.110 4.074
C -0.771 0.527 3.117
C -4.055 -1.260 2.846
C -3.629 -2.281 3.695
C -4.521 -3.240 4.142
C -5.853 -3.197 3.746
C -6.278 -2.192 2.893
C -5.382 -1.230 2.442
H -3.789 1.729 2.048
H -3.653 0.417 4.878
H -2.201 1.459 6.578
H 0.184 1.900 6.066
H 1.082 1.309 3.826
H -0.351 0.303 2.142
H -2.589 -2.324 3.988
H -4.174 -4.032 4.795
H -6.550 -3.950 4.094
H -7.309 -2.157 2.565
H -5.702 -0.449 1.766
```

**LUMO**: 4.24 eV
**Net charge**: -2
**E_HOMO**: -0.058 hartree
**Frontier orbital gap**: 0.214 Eh

Here are the natural (NBO) charges for atoms 1 to 5, given in e: atom 1 (Ca): 1.787, atom 2 (O): -0.715, atom 3 (C): 0.746, atom 4 (O): -0.830, atom 5 (C): 0.104

Below is C31H25ClMgN6O2S2 as an isolated structure, with properties calculated with ωB97M-V/def2-TZVPD.

The geometry in XYZ format:
```
68
Properties=species:S:1:pos:R:3
Mg -0.268 -0.020 -0.468
N 2.464 -0.441 3.338
C 1.218 -0.240 2.774
S 0.585 1.312 2.665
N 0.618 -1.392 2.464
N -0.355 -1.314 1.552
C -1.150 -2.328 1.521
C -2.098 -2.495 0.451
C -3.076 -3.502 0.500
C -3.977 -3.613 -0.537
C -3.902 -2.717 -1.598
C -2.899 -1.759 -1.571
N -2.012 -1.664 -0.593
H 2.995 0.410 3.413
H 2.957 -1.219 2.913
H -1.077 -3.095 2.289
H -3.107 -4.168 1.353
H -4.739 -4.384 -0.519
H -4.595 -2.753 -2.427
H -2.795 -1.027 -2.362
O 3.417 -2.155 0.809
S 2.536 -1.763 -0.280
O 1.406 -2.622 -0.556
N 1.991 -0.281 -0.220
C 2.849 0.775 -0.056
C 4.212 0.740 0.201
C 4.968 1.924 0.284
C 4.403 3.158 0.119
C 3.014 3.245 -0.137
C 2.342 4.476 -0.314
C 0.999 4.482 -0.556
C 0.315 3.250 -0.619
N 0.911 2.100 -0.461
C 2.240 2.070 -0.223
C 3.572 -1.837 -1.747
C 3.298 -1.002 -2.819
C 4.063 -1.101 -3.973
C 5.093 -2.028 -4.051
C 5.363 -2.857 -2.969
C 4.604 -2.759 -1.812
H 4.711 -0.204 0.365
H 6.031 1.838 0.484
H 4.991 4.067 0.184
H 2.910 5.399 -0.250
H 0.448 5.403 -0.695
H -0.755 3.210 -0.788
H 2.491 -0.282 -2.757
H 3.842 -0.445 -4.806
H 5.689 -2.103 -4.953
H 6.170 -3.579 -3.026
H 4.810 -3.383 -0.952
C -2.116 1.309 -0.196
C -3.101 2.016 -0.016
C -4.264 2.794 0.242
C -4.473 3.380 1.502
C -5.604 4.132 1.764
C -6.567 4.331 0.780
C -6.375 3.762 -0.473
C -5.244 3.008 -0.739
H -3.724 3.221 2.267
H -5.736 4.568 2.748
H -7.454 4.920 0.987
H -7.114 3.907 -1.253
H -5.096 2.567 -1.717
Cl 0.697 1.198 -3.698
C -0.144 -0.204 -2.756
H 0.445 -1.061 -3.108
H -1.084 -0.257 -3.316
```

**LUMO**: 4.53 eV
**Net charge**: -2
**E_HOMO**: -0.059 hartree
**Frontier orbital gap**: 0.226 Eh

Here are the natural (NBO) charges for atoms 1 to 5, given in e: atom 1 (Mg): 1.680, atom 2 (N): -0.834, atom 3 (C): 0.264, atom 4 (S): -0.392, atom 5 (N): -0.469

Below is C31H25ClN4O5PRuS as an isolated structure, with properties calculated with ωB97M-V/def2-TZVPD.

The geometry in XYZ format:
```
69
Properties=species:S:1:pos:R:3
Ru -0.928 0.414 -0.572
O -2.798 2.373 0.142
C -1.690 2.265 -0.320
C -0.892 3.446 -0.795
C -1.447 4.712 -0.930
C -0.653 5.749 -1.391
C 0.685 5.526 -1.706
C 1.242 4.265 -1.560
C 0.442 3.223 -1.108
P 0.976 1.527 -0.774
C 1.973 0.965 -2.170
C 2.924 -0.039 -1.982
C 3.586 -0.581 -3.072
C 3.294 -0.132 -4.353
C 2.337 0.854 -4.545
C 1.671 1.400 -3.458
C 2.086 1.674 0.647
C 1.549 1.548 1.926
C 2.354 1.769 3.035
C 3.688 2.113 2.873
C 4.224 2.243 1.598
C 3.426 2.027 0.486
H -2.488 4.861 -0.679
H -1.073 6.739 -1.511
H 1.296 6.344 -2.067
H 2.284 4.098 -1.801
H 3.145 -0.397 -0.983
H 4.327 -1.356 -2.921
H 3.811 -0.557 -5.205
H 2.097 1.192 -5.544
H 0.897 2.140 -3.613
H 0.510 1.274 2.061
H 1.932 1.671 4.026
H 4.312 2.282 3.740
H 5.264 2.514 1.470
H 3.848 2.130 -0.506
N -2.696 -5.458 5.316
C -2.475 -4.369 4.493
C -1.582 -3.362 4.879
C -1.398 -2.251 4.085
C -2.103 -2.133 2.893
C -2.993 -3.121 2.497
C -3.182 -4.230 3.296
S -1.832 -0.742 1.880
O -2.853 -0.734 0.837
O -1.685 0.423 2.707
N -0.418 -0.884 1.081
C -0.243 -1.994 0.267
N -0.124 -1.635 -1.025
C 0.055 -2.584 -1.933
C 0.137 -3.909 -1.555
C -0.009 -4.179 -0.201
N -0.201 -3.241 0.720
H -1.978 -5.669 5.987
H -3.103 -6.272 4.888
H -1.041 -3.457 5.813
H -0.715 -1.467 4.384
H -3.532 -3.008 1.565
H -3.886 -4.998 2.998
H 0.121 -2.259 -2.965
H 0.290 -4.697 -2.276
H 0.025 -5.200 0.163
Cl -3.133 -1.815 -2.496
C -3.487 -0.055 -2.441
C -2.370 0.707 -3.153
O -2.552 1.136 -4.270
O -1.238 0.862 -2.508
H -3.592 0.222 -1.392
H -4.417 0.098 -2.974
```

**LUMO (spin up / spin down)**: 0.02 / -0.95 eV
**Net charge**: 0
**E_HOMO (spin up / spin down)**: -0.310 / -0.307 hartree
**Frontier orbital gap (spin up / spin down)**: 0.310 / 0.272 Eh
**2S+1**: 2

Here are the natural (NBO) charges for atoms 1 to 5, given in e: atom 1 (Ru): 0.603, atom 2 (O): -0.530, atom 3 (C): 0.446, atom 4 (C): -0.051, atom 5 (C): -0.180

Below is a 3-piece molecular cluster, C31H25N2O13 overall, with properties calculated with ωB97M-V/def2-TZVPD.

The geometry in XYZ format:
```
71
Properties=species:S:1:pos:R:3
O 0.216 -2.031 2.990
C 1.022 -1.311 2.367
O 1.315 -0.122 2.633
C 1.712 -1.894 1.113
C 2.443 -3.061 1.206
C 3.069 -3.619 0.101
C 2.939 -2.950 -1.082
C 2.206 -1.762 -1.209
C 1.562 -1.226 -0.109
C 0.726 0.035 -0.233
C -0.766 -0.337 0.109
C -1.706 -0.264 -1.115
N -2.975 -0.977 -0.945
C -2.817 -2.431 -0.826
C -3.787 -3.229 -1.673
C -4.992 -2.739 -2.128
C -5.824 -3.537 -2.883
C -5.494 -4.832 -3.213
C -4.272 -5.326 -2.787
C -3.446 -4.528 -2.039
O -2.227 -5.048 -1.617
C 2.290 -1.291 -2.640
O 1.826 -0.297 -3.147
N 3.102 -2.243 -3.366
C 3.470 -3.299 -2.439
O 4.076 -4.283 -2.806
H 2.518 -3.540 2.179
H 3.625 -4.552 0.151
H 1.066 0.790 0.482
H 0.800 0.429 -1.246
H -0.754 -1.371 0.480
H -1.086 0.291 0.951
H -1.191 -0.675 -1.992
H -1.957 0.782 -1.264
H -3.488 -0.617 -0.151
H -3.019 -2.699 0.230
H -1.771 -2.697 -1.016
H -5.285 -1.719 -1.893
H -6.770 -3.133 -3.241
H -6.143 -5.480 -3.795
H -3.982 -6.338 -3.062
H -2.246 -5.075 -0.653
H 4.000 -1.761 -3.467
C 3.816 3.332 7.033
C 2.771 3.806 6.348
C 2.119 3.012 5.253
O 1.160 3.500 4.685
C 2.671 1.704 4.925
C 3.721 1.233 5.611
C 4.354 2.013 6.722
O 5.297 1.527 7.324
O 4.266 0.041 5.349
O 2.242 5.008 6.593
H 4.292 3.893 7.825
H 2.203 1.145 4.120
H 4.999 -0.057 5.982
H 1.503 5.098 5.961
C -0.370 3.646 -3.763
C -0.541 4.893 -4.215
C -1.116 5.973 -3.349
O -1.230 7.095 -3.813
C -1.517 5.628 -1.994
C -1.350 4.378 -1.539
C -0.750 3.304 -2.398
O -0.608 2.194 -1.927
O -1.704 4.019 -0.308
O -0.210 5.253 -5.459
H 0.046 2.859 -4.377
H -1.946 6.411 -1.386
H -1.476 3.072 -0.227
H -0.432 6.201 -5.525
```

**LUMO**: 0.22 eV
**Net charge**: -1
**E_HOMO**: -0.199 hartree
**Frontier orbital gap**: 0.207 Eh

Here are the Mulliken charges for atoms 1 to 5, given in e: atom 1 (O): -0.748, atom 2 (C): 0.388, atom 3 (O): -0.677, atom 4 (C): 0.426, atom 5 (C): -0.534

Below is C31H25N4O2PPt as an isolated structure, with properties calculated with ωB97M-V/def2-TZVPD.

The geometry in XYZ format:
```
64
Properties=species:S:1:pos:R:3
Pt 0.793 1.322 0.935
O 3.506 -2.345 0.446
C 4.376 -1.983 1.407
C 5.466 -2.810 1.662
C 6.379 -2.492 2.646
C 6.220 -1.335 3.399
C 5.157 -0.496 3.146
C 4.220 -0.797 2.152
C 3.117 0.121 1.914
O 2.162 -0.200 1.056
N 3.101 1.272 2.549
N 2.067 2.023 2.190
C 1.822 3.257 2.641
C 0.694 3.883 2.095
C 0.254 5.194 2.396
C -0.818 5.729 1.740
C -1.485 4.957 0.766
C -1.043 3.685 0.512
N -0.010 3.132 1.155
H 2.801 -1.659 0.429
H 5.585 -3.704 1.071
H 7.218 -3.146 2.827
H 6.931 -1.095 4.175
H 5.018 0.415 3.707
H 2.475 3.715 3.369
H 0.794 5.759 3.141
H -1.157 6.736 1.945
H -2.329 5.356 0.230
H -1.512 3.068 -0.244
N -0.498 0.529 -0.262
P -1.383 -0.535 -0.965
C -1.307 -0.221 -2.765
C -1.786 1.045 -3.095
C -1.626 1.540 -4.372
C -0.954 0.780 -5.317
C -0.493 -0.486 -4.997
C -0.675 -0.998 -3.721
C -0.974 -2.278 -0.600
C -1.906 -3.175 -0.094
C -1.505 -4.447 0.272
C -0.176 -4.818 0.158
C 0.759 -3.925 -0.343
C 0.362 -2.652 -0.718
C -3.171 -0.322 -0.663
C -3.606 0.647 0.227
C -4.960 0.909 0.340
C -5.870 0.193 -0.420
C -5.435 -0.784 -1.302
C -4.082 -1.030 -1.437
H -2.284 1.631 -2.332
H -2.009 2.517 -4.628
H -0.793 1.180 -6.307
H 0.028 -1.072 -5.739
H -0.333 -1.993 -3.474
H -2.937 -2.877 0.022
H -2.231 -5.146 0.657
H 0.136 -5.803 0.474
H 1.798 -4.210 -0.426
H 1.084 -1.932 -1.082
H -2.872 1.186 0.811
H -5.314 1.677 1.011
H -6.925 0.404 -0.329
H -6.148 -1.339 -1.895
H -3.716 -1.761 -2.145
```

**LUMO (spin up / spin down)**: -1.11 / -1.11 eV
**Net charge**: 0
**E_HOMO (spin up / spin down)**: -0.259 / -0.259 hartree
**Frontier orbital gap (spin up / spin down)**: 0.218 / 0.218 Eh

Here are the natural (NBO) charges for atoms 1 to 5, given in e: atom 1 (Pt): 0.986, atom 2 (O): -0.676, atom 3 (C): 0.363, atom 4 (C): -0.285, atom 5 (C): -0.155

Below is C31H25NPRuS4Se2 as an isolated structure, with properties calculated with ωB97M-V/def2-TZVPD.

The geometry in XYZ format:
```
65
Properties=species:S:1:pos:R:3
Ru 0.858 0.190 -0.821
S 0.730 2.261 0.374
C -0.811 2.996 0.004
C -1.402 3.884 0.909
C -2.630 4.461 0.642
C -3.309 4.173 -0.537
C -2.726 3.320 -1.459
C -1.488 2.749 -1.195
S -0.723 1.705 -2.404
C 0.564 2.849 -2.994
C 1.554 2.008 -3.744
C 2.280 2.455 -4.835
C 3.130 1.560 -5.466
C 3.217 0.258 -5.008
C 2.463 -0.105 -3.897
C 2.534 -1.498 -3.359
S 1.470 -1.874 -1.905
C 2.805 -2.423 -0.873
C 3.065 -3.768 -0.685
C 4.184 -4.150 0.043
C 5.029 -3.175 0.553
C 4.759 -1.827 0.368
C 3.627 -1.424 -0.339
S 3.254 0.289 -0.509
N 1.670 0.762 -3.291
H -0.886 4.096 1.836
H -3.072 5.131 1.369
H -4.278 4.609 -0.735
H -3.226 3.087 -2.390
H 1.031 3.288 -2.106
H 0.124 3.627 -3.615
H 2.177 3.473 -5.183
H 3.712 1.874 -6.322
H 3.855 -0.465 -5.498
H 3.555 -1.702 -3.038
H 2.272 -2.220 -4.132
H 2.395 -4.507 -1.105
H 4.392 -5.198 0.210
H 5.904 -3.466 1.119
H 5.410 -1.076 0.796
Se -1.568 -0.697 -0.666
P -1.179 -0.892 1.462
Se 1.002 -0.785 1.489
C -1.969 0.419 2.420
C -3.341 0.338 2.651
C -3.984 1.357 3.330
C -3.260 2.453 3.782
C -1.895 2.532 3.552
C -1.243 1.517 2.866
C -1.811 -2.419 2.188
C -1.632 -2.620 3.557
C -2.088 -3.787 4.144
C -2.733 -4.746 3.372
C -2.916 -4.541 2.014
C -2.451 -3.378 1.416
H -3.902 -0.521 2.300
H -5.049 1.298 3.509
H -3.764 3.249 4.315
H -1.332 3.387 3.902
H -0.183 1.579 2.657
H -1.140 -1.864 4.157
H -1.946 -3.947 5.204
H -3.094 -5.655 3.835
H -3.419 -5.289 1.415
H -2.574 -3.212 0.353
```

**LUMO (spin up / spin down)**: 0.10 / -0.38 eV
**Net charge**: 0
**E_HOMO (spin up / spin down)**: -0.249 / -0.252 hartree
**Frontier orbital gap (spin up / spin down)**: 0.253 / 0.238 Eh
**2S+1**: 2

Here are the natural (NBO) charges for atoms 1 to 5, given in e: atom 1 (Ru): 0.053, atom 2 (S): -0.125, atom 3 (C): -0.057, atom 4 (C): -0.257, atom 5 (C): -0.193